80
Properties=species:S:1:pos:R:3:mulliken_charge:R:1 method="wB97M-V/def2-TZVPD" largest_force_ev_per_a=0.8 gap_ev=8.09 de_lowest_kcal_mol=1.6 charge=+1 e_tot_ev=-98713.46977 mol_weight_g_mol=833.25
Pd -0.078 2.235 -0.884 -0.097
N 0.928 3.046 -2.652 -0.423
C 1.543 4.368 -2.355 -0.535
C 2.199 4.374 -0.976 -0.648
C 1.193 4.640 0.152 0.441
O 1.420 5.495 0.975 -0.638
O 0.092 3.932 0.137 -0.648
H 1.630 2.399 -3.000 0.232
H 0.228 3.132 -3.383 0.209
H 0.741 5.104 -2.378 0.299
H 2.264 4.635 -3.128 0.404
H 2.956 5.150 -0.908 0.327
H 2.699 3.414 -0.802 0.286
Cl 5.139 -0.845 2.245 -0.208
C 4.126 -1.601 1.068 0.106
C 4.681 -2.107 -0.100 -1.088
C 3.856 -2.724 -1.023 -0.360
C 2.484 -2.845 -0.814 0.388
C 1.640 -3.538 -1.871 -0.304
C 1.376 -2.575 -3.028 -1.802
N 0.489 -1.488 -2.636 0.361
C -0.879 -1.486 -2.761 -0.091
C -1.312 -0.302 -2.249 -1.459
N -0.225 0.398 -1.785 0.484
C 0.839 -0.344 -2.032 -0.435
O 2.325 -4.633 -2.445 -0.469
C 2.022 -5.902 -1.845 -1.030
C 2.191 -5.900 -0.357 0.180
C 1.165 -5.899 0.540 0.660
Cl -0.514 -5.997 0.191 -0.181
S 1.700 -5.791 2.168 -0.178
C 3.337 -5.747 1.659 -0.456
C 3.451 -5.820 0.311 -0.494
C 1.962 -2.304 0.351 1.629
Cl 0.255 -2.349 0.647 -0.043
C 2.766 -1.693 1.303 -1.161
H 5.746 -2.029 -0.271 0.463
H 4.282 -3.157 -1.920 0.533
H 0.684 -3.859 -1.447 0.550
H 0.924 -3.106 -3.863 0.459
H 2.325 -2.157 -3.363 0.382
H -1.412 -2.301 -3.219 0.478
H -2.313 0.089 -2.185 0.581
H 1.857 -0.094 -1.780 0.498
H 2.712 -6.601 -2.313 0.458
H 1.001 -6.193 -2.104 0.377
H 4.126 -5.687 2.392 0.468
H 4.398 -5.813 -0.211 0.445
H 2.336 -1.297 2.214 0.469
C -4.580 0.650 1.956 -1.376
C -3.579 0.511 0.812 0.395
C -2.967 -0.882 0.776 -1.071
Sb -2.037 2.038 0.824 1.682
C -3.061 3.893 0.417 0.485
C -3.679 3.861 -0.978 -1.496
C -4.061 4.309 1.489 -1.356
C -1.184 2.311 2.788 0.395
C 0.156 1.571 2.858 -1.448
C -2.099 1.953 3.951 -1.482
H -5.435 -0.004 1.767 0.450
H -4.958 1.663 2.073 0.200
H -4.138 0.343 2.903 0.304
H -4.102 0.698 -0.132 0.358
H -2.405 -1.084 1.691 0.309
H -2.291 -1.012 -0.067 -0.071
H -3.757 -1.634 0.702 0.529
H -2.220 4.588 0.423 0.161
H -4.530 3.176 -1.022 0.338
H -2.953 3.557 -1.735 0.262
H -4.047 4.853 -1.249 0.421
H -4.949 3.677 1.487 0.313
H -4.394 5.331 1.290 0.428
H -3.626 4.297 2.489 0.302
H -0.990 3.386 2.781 0.507
H 0.021 0.491 2.734 0.272
H 0.624 1.734 3.831 0.518
H 0.843 1.925 2.089 0.164
H -2.264 0.875 4.010 0.288
H -3.071 2.443 3.894 0.333
H -1.624 2.258 4.886 0.464